#1
A cluster of 2 separate species, C8H14NO in total, computed with wB97M-V/def2-TZVPD.

M = 140.2 g mol⁻¹
Charge = +1
LUMO (spin up / spin down) = -6.52 / -6.52 eV

The geometry in XYZ format:
```
24
C8H14NO | OMol25 | wB97M-V/def2-TZVPD
C 4.245 -1.383 -0.599
C 3.872 -0.229 -0.662
C -3.184 0.549 -0.903
C 3.542 1.100 -0.608
C -1.982 -0.372 -0.607
C -1.120 -0.050 0.623
C 0.217 -0.739 0.599
C 1.207 0.017 1.601
N 1.725 1.146 0.876
O 1.040 2.107 0.754
H 4.625 -2.380 -0.690
H -3.305 0.593 -2.005
H -4.156 -0.081 -0.584
H -3.194 1.615 -0.520
H 2.898 1.325 -1.487
H 4.041 2.029 -0.127
H -1.261 -0.246 -1.355
H -2.585 -1.332 -0.552
H -1.646 -0.277 1.566
H -0.832 1.017 0.378
H 0.786 -0.908 -0.407
H 0.131 -1.787 1.160
H 1.990 -0.566 2.061
H 0.526 0.490 2.493
```

Results of the Mulliken charge analysis, in e, for atoms 1 through 5: number 1, C, carries 0.2742; number 2, C, carries -0.3140; number 3, C, carries -1.0148; number 4, C, carries -0.2525; number 5, C, carries -0.5269

***

#2
The ion C8H14NO with charge +1, computed with wB97M-V/def2-TZVPD.

M = 140.2 g mol⁻¹
Charge = +1
LUMO = -5.08 eV

The geometry in XYZ format:
```
24
C8H14NO | OMol25 | wB97M-V/def2-TZVPD
C 1.209 -0.859 0.907
C -1.267 -0.100 0.739
C 2.106 0.430 0.931
C -1.339 1.413 0.579
C -0.043 -0.790 0.085
C 1.266 1.663 1.228
C -0.034 2.052 0.693
C -0.884 -0.497 -2.249
N 0.205 -0.206 -1.271
O 0.929 2.811 0.338
H 1.714 -1.685 0.437
H 0.843 -0.960 2.005
H -1.526 -0.309 1.823
H -2.225 -0.319 0.281
H 2.959 0.395 1.743
H 2.600 0.443 -0.123
H -1.647 1.879 -0.429
H -1.929 1.932 1.275
H -0.413 -1.755 -0.270
H 1.644 2.028 2.208
H -1.640 0.379 -2.478
H -0.405 -0.642 -3.170
H -1.441 -1.305 -1.992
H 1.147 -0.414 -1.559
```

Results of the Mulliken charge analysis, in e, for atoms 1 through 5: number 1, C, carries -1.1185; number 2, C, carries -0.7296; number 3, C, carries -0.6338; number 4, C, carries -0.5624; number 5, C, carries -0.0767

***

Quick ranking, most stable first: #2, #1.

***

#1
A cluster of 2 separate species, C5H11O2 in total, computed with wB97M-V/def2-TZVPD.

M = 103.1 g mol⁻¹
Multiplicity = 2
Charge = 0
LUMO (spin up / spin down) = 0.82 / -3.65 eV
⟨S²⟩ = 0.756

The geometry in XYZ format:
```
18
C5H11O2 | OMol25 | wB97M-V/def2-TZVPD
C 2.067 1.493 -2.139
C 1.282 2.300 -1.123
H 1.555 0.575 -2.222
H 2.190 2.078 -3.117
H 2.903 1.224 -1.611
H 0.537 2.912 -1.667
H 2.018 3.044 -0.745
H 0.609 1.704 -0.366
C -1.167 -0.989 -0.162
C -1.902 -2.207 0.390
C -0.314 -0.392 1.016
O -0.267 0.813 1.038
O 0.178 -1.259 1.718
H -0.568 -1.249 -1.003
H -1.859 -0.387 -0.692
H -1.942 -2.291 1.479
H -1.578 -3.094 -0.026
H -2.958 -2.178 0.025
```

Results of the Mulliken charge analysis, in e, for atoms 1 through 5: number 1, C, carries -0.7913; number 2, C, carries -0.5393; number 3, H, carries 0.2200; number 4, H, carries 0.2725; number 5, H, carries 0.2923

***

#2
A cluster of 2 separate species, C5H11O2 in total, computed with wB97M-V/def2-TZVPD.

M = 103.1 g mol⁻¹
Multiplicity = 2
Charge = 0
LUMO (spin up / spin down) = 0.79 / -3.08 eV
⟨S²⟩ = 0.755

The geometry in XYZ format:
```
18
C5H11O2 | OMol25 | wB97M-V/def2-TZVPD
C 0.119 1.454 -0.574
C 1.587 1.706 -0.252
C -0.620 2.600 -1.416
O 0.283 3.340 -1.915
O -1.819 2.642 -1.442
H -0.049 0.542 -1.142
H -0.502 1.509 0.321
H 2.131 1.992 -1.148
H 2.126 0.928 0.279
H 1.645 2.559 0.421
C -0.111 -2.019 0.472
C -1.098 -2.856 1.276
H -0.332 -2.057 -0.603
H -0.233 -0.959 0.693
H 0.942 -2.266 0.571
H -1.940 -2.236 1.586
H -1.526 -3.673 0.692
H -0.603 -3.205 2.180
```

Results of the Mulliken charge analysis, in e, for atoms 1 through 5: number 1, C, carries -0.0454; number 2, C, carries -1.1491; number 3, C, carries 0.5599; number 4, O, carries -0.2974; number 5, O, carries -0.5363

***

Quick ranking, most stable first: #2, #1.

***

#1
A cluster of 4 separate species, CH9O3S in total, computed with wB97M-V/def2-TZVPD.

M = 101.1 g mol⁻¹
Charge = -1
LUMO = 2.98 eV

The geometry in XYZ format:
```
14
CH9O3S | OMol25 | wB97M-V/def2-TZVPD
C 1.008 -1.954 -1.197
S -0.662 -0.871 -0.881
H 0.983 -2.952 -0.736
H 1.283 -2.017 -2.306
H 1.791 -1.538 -0.533
H -2.485 -2.891 5.927
H -2.298 -2.088 4.774
O -2.117 -2.033 5.729
H -0.947 5.717 -3.482
H -1.226 4.393 -2.837
O -0.757 4.773 -3.605
H 1.054 0.362 -0.170
H 2.306 0.839 -0.702
O 2.068 0.260 0.019
```

Results of the Mulliken charge analysis, in e, for atoms 1 through 5: number 1, C, carries -0.8022; number 2, S, carries -0.7607; number 3, H, carries 0.2319; number 4, H, carries 0.1773; number 5, H, carries 0.2899

***

#2
A cluster of 4 separate species, CH9O3S in total, computed with wB97M-V/def2-TZVPD.

M = 101.1 g mol⁻¹
Charge = -1
LUMO = 3.96 eV

The geometry in XYZ format:
```
14
CH9O3S | OMol25 | wB97M-V/def2-TZVPD
C 0.748 -1.541 -0.117
S 1.508 0.059 -0.572
H 0.674 -2.192 -0.990
H 1.403 -2.063 0.591
H -0.232 -1.415 0.346
H -1.528 -0.211 -1.621
H -0.758 -0.985 -2.741
O -1.623 -0.850 -2.333
H 0.215 1.569 0.052
H -1.317 1.713 0.348
O -0.455 1.997 0.673
H -0.739 -0.139 3.279
H -0.613 0.620 1.890
O -1.237 0.278 2.576
```

Results of the Mulliken charge analysis, in e, for atoms 1 through 5: number 1, C, carries -0.8060; number 2, S, carries -0.6649; number 3, H, carries 0.2240; number 4, H, carries 0.2685; number 5, H, carries 0.2070

***

Quick ranking, most stable first: #2, #1.

***

#1
A cluster of 2 separate species, C4H10Br2N in total, computed with wB97M-V/def2-TZVPD.

M = 231.9 g mol⁻¹
Charge = +1
LUMO (spin up / spin down) = -4.19 / -3.97 eV

The geometry in XYZ format:
```
17
C4H10Br2N | OMol25 | wB97M-V/def2-TZVPD
C 0.040 -2.465 -0.793
C -0.541 1.288 0.942
C 0.786 -1.200 -0.805
C -1.059 0.347 -0.101
N 0.713 2.054 0.490
Br 2.061 -0.918 0.559
Br -2.409 -0.753 0.580
H 0.571 -3.335 -0.388
H -1.010 -2.344 -0.385
H 0.063 -2.655 -1.927
H -0.329 0.799 1.949
H -1.229 1.966 1.431
H 0.754 -0.444 -1.613
H -1.164 0.918 -0.984
H 0.387 2.455 -0.460
H 1.554 1.516 0.277
H 0.813 2.773 1.227
```

Results of the Mulliken charge analysis, in e, for atoms 1 through 5: number 1, C, carries -0.5509; number 2, C, carries -0.7946; number 3, C, carries -0.1812; number 4, C, carries -0.5044; number 5, N, carries -0.2232

***

#2
A structure of composition C4H10Br2N, computed with wB97M-V/def2-TZVPD.

M = 231.9 g mol⁻¹
Charge = +1
LUMO = -4.13 eV

The geometry in XYZ format:
```
17
C4H10Br2N | OMol25 | wB97M-V/def2-TZVPD
C 0.358 -0.230 -1.907
C -0.187 0.349 1.901
C -0.900 0.026 -1.123
C -1.099 -0.885 -0.003
N -0.132 -0.916 1.107
Br -0.925 -2.862 -0.625
Br -2.946 -0.740 0.739
H 0.222 0.349 -2.801
H 0.215 -1.175 -2.316
H 1.274 0.061 -1.397
H 0.829 0.568 1.885
H -0.900 0.954 1.433
H -0.454 0.098 2.904
H -1.674 -0.220 -1.831
H -1.039 1.120 -0.909
H 0.844 -1.122 0.783
H -0.565 -1.679 1.695
```

Results of the Mulliken charge analysis, in e, for atoms 1 through 5: number 1, C, carries -1.3165; number 2, C, carries -0.8622; number 3, C, carries -0.1477; number 4, C, carries -0.5662; number 5, N, carries -0.1100

***

Quick ranking, most stable first: #2, #1.

***

#1
The ion C5H11NO with charge +1, computed with wB97M-V/def2-TZVPD.

M = 101.1 g mol⁻¹
Multiplicity = 2
Charge = +1
LUMO (spin up / spin down) = -3.60 / -9.17 eV
⟨S²⟩ = 0.757

The geometry in XYZ format:
```
18
C5H11NO | OMol25 | wB97M-V/def2-TZVPD
C -0.057 -0.711 0.725
C -0.076 0.017 -0.638
C 1.310 0.465 -1.193
C -0.729 -0.997 -1.577
C 0.342 0.478 1.713
N -0.739 1.054 2.256
O 1.459 0.876 1.898
H -1.074 -1.016 0.964
H 0.649 -1.530 0.831
H -0.743 0.885 -0.696
H 1.954 -0.370 -1.455
H 1.037 1.044 -2.071
H 1.788 1.078 -0.432
H -1.696 -1.313 -1.190
H -0.123 -1.910 -1.570
H -0.948 -0.648 -2.586
H -0.671 1.901 2.819
H -1.684 0.699 2.201
```

Results of the Mulliken charge analysis, in e, for atoms 1 through 5: number 1, C, carries -0.6844; number 2, C, carries 0.5895; number 3, C, carries -1.2099; number 4, C, carries -1.5363; number 5, C, carries 0.6192

***

#2
The ion C5H11NO with charge +1, computed with wB97M-V/def2-TZVPD.

M = 101.1 g mol⁻¹
Multiplicity = 2
Charge = +1
LUMO (spin up / spin down) = -7.16 / -7.93 eV
⟨S²⟩ = 0.972

The geometry in XYZ format:
```
18
C5H11NO | OMol25 | wB97M-V/def2-TZVPD
C -2.031 1.451 0.141
C -1.181 0.822 1.311
N -0.281 -0.189 0.722
C 1.079 0.232 -0.006
C 1.913 -0.848 -0.444
C 1.408 -1.711 -1.587
O -1.903 0.329 2.295
H -2.200 2.500 0.351
H -2.975 0.916 0.094
H -1.546 1.257 -0.811
H -0.028 -0.980 1.330
H 1.372 0.866 0.840
H -0.597 1.688 1.692
H 0.722 0.928 -0.767
H 2.426 -1.461 0.295
H 0.471 -1.221 -1.851
H 2.036 -1.874 -2.465
H 1.315 -2.705 -1.141
```

Results of the Mulliken charge analysis, in e, for atoms 1 through 5: number 1, C, carries -0.9578; number 2, C, carries 0.3302; number 3, N, carries -0.2127; number 4, C, carries -0.7405; number 5, C, carries 0.1190

***

#3
The ion C5H11NO with charge +1, computed with wB97M-V/def2-TZVPD.

M = 101.1 g mol⁻¹
Multiplicity = 2
Charge = +1
LUMO (spin up / spin down) = -3.44 / -8.65 eV
⟨S²⟩ = 0.755

The geometry in XYZ format:
```
18
C5H11NO | OMol25 | wB97M-V/def2-TZVPD
C 1.764 0.813 -1.545
C 1.017 0.364 -0.176
C 0.092 -0.776 -0.403
C -0.901 -0.930 0.811
C -2.240 -0.110 0.573
O -2.351 0.851 -0.168
N 2.010 -0.098 0.921
H 1.726 0.001 -2.146
H 1.420 1.755 -2.152
H 2.880 0.770 -1.415
H 0.746 1.296 0.356
H 0.611 -1.731 -0.438
H -0.139 -0.656 -1.451
H -0.521 -0.506 1.798
H -1.083 -2.078 0.649
H -3.128 -0.426 1.249
H 1.762 -1.091 1.075
H 2.079 0.380 1.813
```

Results of the Mulliken charge analysis, in e, for atoms 1 through 5: number 1, C, carries -1.3605; number 2, C, carries 0.5337; number 3, C, carries -1.5690; number 4, C, carries -0.2338; number 5, C, carries -0.0278

***

Quick ranking, most stable first: #1, #3, #2.

***

#1
The ion C5H11NO with charge +1, computed with wB97M-V/def2-TZVPD.

M = 101.1 g mol⁻¹
Multiplicity = 2
Charge = +1
LUMO (spin up / spin down) = -4.26 / -9.15 eV
⟨S²⟩ = 0.756

The geometry in XYZ format:
```
18
C5H11NO | OMol25 | wB97M-V/def2-TZVPD
C -0.208 -0.644 -0.440
C -0.144 0.422 0.678
C 0.113 1.809 0.034
C -1.453 0.471 1.470
C 1.139 -0.875 -1.119
N 1.363 -2.153 -1.445
O 1.894 0.005 -1.550
H -0.454 -1.532 0.140
H -0.941 -0.425 -1.213
H 0.626 0.248 1.433
H -0.847 2.179 -0.344
H 0.372 2.484 0.850
H 0.799 1.904 -0.814
H -1.799 -0.521 1.769
H -2.255 0.903 0.869
H -1.323 1.074 2.366
H 2.310 -2.458 -1.645
H 0.810 -2.893 -1.038
```

Results of the Mulliken charge analysis, in e, for atoms 1 through 5: number 1, C, carries -0.6172; number 2, C, carries 0.4942; number 3, C, carries -1.2799; number 4, C, carries -1.5626; number 5, C, carries 0.6475

***

#2
A cluster of 2 separate species, C5H11NO in total, computed with wB97M-V/def2-TZVPD.

M = 101.1 g mol⁻¹
Multiplicity = 2
Charge = +1
LUMO (spin up / spin down) = -4.31 / -6.86 eV
⟨S²⟩ = 0.780

The geometry in XYZ format:
```
18
C5H11NO | OMol25 | wB97M-V/def2-TZVPD
N 0.629 -2.996 -0.683
C 0.600 -1.864 -0.002
C 0.664 -0.617 -0.627
C 0.621 0.532 0.160
C 0.452 1.818 -0.282
C 0.425 2.987 0.633
H 0.620 -3.870 -0.174
H 0.200 -3.069 -1.600
H 0.582 -1.969 1.079
H 0.806 -0.545 -1.695
H 0.709 0.364 1.232
H 0.183 2.054 -1.305
H -0.571 3.148 1.070
H 1.136 2.931 1.452
H 0.692 3.886 0.084
H -1.784 0.595 0.739
H -2.378 -0.657 0.172
O -2.631 0.144 0.640
```

Results of the Mulliken charge analysis, in e, for atoms 1 through 5: number 1, N, carries -0.3473; number 2, C, carries 0.0501; number 3, C, carries -0.2065; number 4, C, carries -0.4388; number 5, C, carries 0.0744

***

Quick ranking, most stable first: #2, #1.